Entry 1:
The following is a quantum chemistry calculation of 10 unconnected molecules or ions with the total composition C33H93N9O10 at a distorted geometry, from the Open Molecules 2025 dataset.

Atoms and positions in Å:
C 3.44461 -17.21408 19.26059
C 2.17467 -16.50377 19.52490
C 2.21492 -14.87997 19.69031
O 2.89762 -14.67483 20.97054
C 2.38780 -13.59455 21.62810
N 1.35503 -16.75567 18.33868
H 4.27656 -16.61761 19.63500
H 3.78706 -17.37998 18.23916
H 3.38545 -18.24271 19.61628
H 1.70566 -17.11815 20.29344
H 1.17751 -14.54781 19.65113
H 2.83893 -14.42042 18.92381
H 3.02514 -13.17668 22.40739
H 1.43649 -13.82055 22.10979
H 2.13183 -12.72109 21.02841
H 1.09509 -17.72878 18.41342
H 0.51857 -16.23452 18.55970
C 22.22898 -9.50183 25.10939
C 22.36736 -8.85143 23.72171
C 20.91849 -8.95214 23.03894
O 20.51832 -10.23779 22.54692
C 19.08595 -10.19865 22.21091
N 22.54492 -7.45708 24.09180
H 21.64947 -8.93726 25.83984
H 23.14677 -9.70578 25.66091
H 21.81339 -10.50942 25.12189
H 23.10079 -9.14798 22.97188
H 20.96615 -8.36501 22.12183
H 20.23423 -8.48696 23.74851
H 18.93623 -11.24107 21.92979
H 18.60938 -9.59621 21.43758
H 18.49470 -10.00311 23.10550
H 23.41114 -7.56034 24.60082
H 22.69857 -6.77119 23.36650
C -2.98838 -26.62198 12.45157
C -1.83176 -26.01891 13.25110
C -0.91682 -25.04325 12.41658
O 0.07222 -24.56771 13.21150
C 0.78496 -23.51841 12.46443
N -2.45144 -25.23959 14.30167
H -3.61984 -25.83260 12.04385
H -3.64855 -27.24256 13.05750
H -2.54059 -27.23285 11.66771
H -1.19594 -26.80293 13.66239
H -1.40256 -24.14505 12.03530
H -0.67017 -25.48625 11.45169
H 0.08867 -22.74611 12.13755
H 1.32164 -23.93067 11.60997
H 1.63216 -23.18404 13.06322
H -2.81661 -25.78819 15.06704
H -3.23315 -24.76046 13.87806
C 8.37139 -28.09459 12.59029
C 9.71783 -28.47793 13.22156
C 10.24496 -29.83773 12.65138
O 11.35504 -30.27576 13.37641
C 12.59063 -29.77740 12.72304
N 10.51507 -27.34420 12.93298
H 8.53865 -27.98375 11.51893
H 7.84720 -27.23204 13.00180
H 7.57330 -28.82286 12.73439
H 9.67371 -28.68554 14.29069
H 10.45738 -29.58243 11.61321
H 9.46322 -30.59732 12.65459
H 13.43784 -29.66891 13.40021
H 12.63723 -28.76086 12.33243
H 13.03243 -30.44845 11.98643
H 10.67622 -27.24505 11.94086
H 10.02068 -26.52854 13.26519
C 23.81046 -15.60893 19.39633
C 23.23477 -15.14452 18.00412
C 22.06762 -16.01508 17.44667
O 21.27009 -15.24148 16.52096
C 19.89587 -15.71576 16.28265
N 22.95368 -13.75497 18.25065
H 24.48692 -14.93409 19.92080
H 24.51692 -16.42396 19.23903
H 23.08845 -15.98846 20.11936
H 23.92957 -15.17423 17.16479
H 21.34009 -16.19863 18.23731
H 22.42264 -16.99539 17.12880
H 19.32858 -14.90813 15.82006
H 19.35214 -16.15161 17.12080
H 19.82524 -16.57152 15.61125
H 22.11883 -13.42734 17.78611
H 22.63169 -13.64399 19.20149
C 9.84412 -19.09091 14.65129
C 10.31437 -17.64103 14.87965
C 11.77756 -17.37505 15.35949
O 12.17324 -15.92681 15.48592
C 11.60057 -15.05453 16.48434
N 10.02535 -16.73594 13.79381
H 8.83923 -19.21804 14.24864
H 10.01210 -19.85930 15.40592
H 10.37771 -19.48541 13.78656
H 9.58749 -17.29743 15.61564
H 12.47934 -17.84338 14.66937
H 11.92420 -17.89159 16.30806
H 11.83109 -14.02058 16.22759
H 12.05494 -15.34382 17.43195
H 10.51636 -15.15187 16.54011
H 10.82860 -16.37585 13.29861
H 9.58306 -15.94316 14.23651
C 6.00439 -9.74252 14.13951
C 6.09401 -10.10034 15.63591
C 5.03646 -9.35197 16.47366
O 5.38880 -9.41548 17.90498
C 6.03282 -8.24973 18.46148
N 5.98322 -11.48159 15.84770
H 6.01843 -8.68155 13.89001
H 5.06250 -10.05261 13.68698
H 6.80525 -10.25623 13.60769
H 7.08512 -9.83648 16.00495
H 4.09038 -9.89328 16.47124
H 4.84448 -8.31410 16.20150
H 5.89840 -8.23139 19.54300
H 5.65618 -7.33543 18.00288
H 7.06492 -8.31394 18.11690
H 5.95053 -11.70064 16.83312
H 5.09146 -11.79805 15.49452
C 10.61828 -23.93607 5.87034
C 11.57017 -23.92737 7.07034
O 11.59083 -25.20539 7.57756
H 10.54971 -23.10525 5.16810
H 9.56616 -24.02709 6.14026
H 10.80033 -24.78989 5.21770
H 11.16860 -23.21600 7.79201
H 12.60040 -23.60367 6.92222
H 11.75525 -25.76324 6.81377
C 14.76403 -16.03262 9.59336
C 15.83318 -15.02772 9.35416
O 16.95506 -15.83000 9.01379
H 13.89281 -15.67746 10.14375
H 15.16508 -16.75418 10.30512
H 14.50574 -16.61439 8.70853
H 15.97256 -14.58038 10.33831
H 15.67716 -14.29087 8.56627
H 17.77228 -15.42419 9.31226
C 12.06662 -9.70767 9.48880
O 12.02189 -9.16132 10.56193
N 12.65403 -9.22154 8.44220
N 11.56348 -10.88290 9.16152
H 13.24088 -8.43381 8.67711
H 12.94897 -10.00787 7.88115
H 11.05922 -11.48983 9.79197
H 11.52203 -11.03678 8.16416

Output
Max |F|   4.30 eV Å⁻¹
SMILES   COC[C@H](C)N.COC[C@H](C)N.COC[C@H](C)N.COC[C@H](C)N.COC[C@H](C)N.COC[C@H](C)N.COC[C@H](C)N.NC(N)=O.CCO.CCO
2S+1   1
Relative energy (zero: lowest compared OMol25 entry of this formula, charge and spin)   130.84 kcal per mole
Frontier orbital gap   0.3390 Eh
E_HOMO   -0.325 Eh
Electronic energy   -2557.907838 hartree
LUMO energy   0.39 eV

***

Entry 2:
The following is a quantum chemistry calculation of 2 unconnected molecules or ions with the total composition C14H16O at a distorted geometry, from the Open Molecules 2025 dataset.

Atoms and positions in Å:
C -3.30863 -1.29348 -0.18457
C -3.02919 1.20145 0.43311
C -2.93426 0.16192 -0.51312
C -2.45290 2.46854 -0.02048
C -1.82913 2.50614 -1.26500
C -2.52552 0.35820 -1.88783
C -1.93303 1.55002 -2.21535
H -3.55881 1.05929 1.41833
H -2.35587 3.25184 0.68765
H -3.98622 -1.78284 -0.87182
H -3.77762 -1.32964 0.79435
H -1.37617 3.43176 -1.45844
H -2.59647 -0.47236 -2.63889
H -1.41888 1.56526 -3.18199
H -2.35692 -1.90139 -0.05162
C 1.08480 1.36978 -0.77071
C 1.06420 -0.37095 0.95980
C 1.73118 0.29959 -0.03867
C 1.47362 -1.47782 1.66681
C 2.71842 -1.95617 1.40649
C 3.02640 -0.10074 -0.29520
C 3.54805 -1.28253 0.38816
O 3.33446 -2.88539 2.08293
H 0.08582 0.04417 1.28544
H 0.95533 -1.94655 2.35925
H 0.73446 2.32721 -0.23385
H 0.23727 1.02951 -1.27341
H 3.69863 0.28248 -1.05032
H 2.93064 -3.08343 2.96583
H 4.43676 -1.66954 0.14103
H 1.86824 1.67368 -1.53562

Output
Max |F|   6.49 eV Å⁻¹
SMILES   Cc1ccc(O)cc1.Cc1ccccc1
2S+1   1
Relative energy (zero: lowest compared OMol25 entry of this formula, charge and spin)   49.81 kcal per mole
Frontier orbital gap   0.3221 Eh
E_HOMO   -0.294 Eh
Electronic energy   -618.236623 hartree
LUMO energy   0.76 eV

***

Entry 3:
The following is a quantum chemistry calculation of C3H5NO2 in the gas phase at a distorted geometry, from the Open Molecules 2025 dataset.

Atoms and positions in Å:
C 0.50655 1.23519 0.12960
C -1.10785 1.12756 0.07284
C -0.70604 -0.41009 -0.23746
H 2.15095 -1.21100 -0.48415
H 0.91669 1.94926 -0.69502
H 0.79300 1.38124 1.21689
H -1.37800 1.47553 -0.97186
H -1.79781 1.29443 1.01545
N 0.56952 -0.00583 -0.42841
O 1.63488 -0.62658 0.25517
O -1.23832 -1.44400 0.13580

Output
Max |F|   6.01 eV Å⁻¹
SMILES   O=C1CCN1O
2S+1   1
Relative energy (zero: lowest compared OMol25 entry of this formula, charge and spin)   104.79 kcal per mole
Frontier orbital gap   0.3776 Eh
E_HOMO   -0.354 Eh
Electronic energy   -322.407337 hartree
LUMO energy   0.63 eV

***

Entry 4:
The following is a quantum chemistry calculation of CH2O3S in the gas phase at a distorted geometry, from the Open Molecules 2025 dataset.

Atoms and positions in Å:
C -0.13602 0.72721 0.96403
O -0.44735 -1.86216 -0.56408
O 1.05570 -0.16458 0.53001
O -0.15310 0.24994 -1.47378
S -0.31984 -0.49849 -0.17460
H -0.37233 0.51850 2.03485
H 0.37293 1.02958 -1.31642

Output
Max |F|   5.01 eV Å⁻¹
2S+1   3
Relative energy (zero: lowest compared OMol25 entry of this formula, charge and spin)   143.20 kcal per mole
Frontier orbital gap (alpha / beta)   0.2846 / 0.3491 Eh
E_HOMO (alpha / beta)   -0.256 / -0.430 Eh
Electronic energy   -662.938844 hartree
LUMO energy (alpha / beta)   0.77 / -2.19 eV